A structure of composition C31H35N2OP2PdS4, computed with ωB97M-V/def2-TZVPD.

The geometry in XYZ format:
```
76
C31H35N2OP2PdS4 ωB97M-V/def2-TZVPD
Pd -0.64 -0.19 1.01
H -3.22 3.46 1.09
H -4.44 2.79 0.01
S -4.78 -0.73 3.73
H -2.16 1.40 -2.55
H 2.04 -1.26 -2.61
H 0.44 -1.44 3.58
S -2.95 -0.67 1.47
H 4.05 -0.39 -1.45
H 0.80 4.83 -3.98
C 2.63 0.50 1.48
H 3.55 0.87 1.04
P 1.51 -0.13 0.18
H -0.15 4.24 0.45
N 2.67 1.26 -1.86
C -4.56 -0.08 5.36
C -3.45 2.62 0.44
C -0.93 -3.24 1.05
H -3.38 4.08 -1.81
H -2.37 -4.13 -1.91
H 0.72 -2.04 -1.74
S -0.86 1.08 3.59
H -1.09 3.58 1.82
C 1.64 4.16 -3.90
C 1.58 3.15 -2.93
C 1.80 -1.99 -1.83
C -2.86 1.44 -1.71
H 4.69 3.53 -5.23
C 2.75 4.30 -4.73
C 0.07 -2.28 3.01
H 4.48 -1.03 0.15
C 2.68 2.26 -2.80
C 2.47 -1.59 -0.51
O -5.40 -0.14 6.22
H -1.58 -2.15 -0.69
C -2.37 0.46 3.94
H -0.17 -5.67 3.35
H -2.16 4.67 -0.69
H -3.50 1.71 1.05
C -1.83 -5.52 -0.34
H -1.65 3.90 -2.20
C 3.79 2.42 -3.64
C 1.55 1.14 -1.13
C -0.25 -4.68 2.91
S -3.00 0.73 5.56
H 3.14 -2.54 1.32
H -1.20 -6.64 1.36
C -1.94 -4.24 -0.92
C 2.50 -2.76 0.47
C -0.82 -4.53 1.63
H 4.61 1.73 -3.52
C -0.45 -2.09 1.76
H 2.77 5.08 -5.47
H -2.90 0.45 -1.24
H 2.13 1.30 2.02
C -3.23 -0.25 3.07
C 3.95 -1.24 -0.78
H 1.53 -3.05 0.84
H 2.85 -0.31 2.18
C 0.18 -3.57 3.59
H -3.85 1.67 -2.09
C -2.39 3.88 -1.40
C 0.48 2.03 -1.25
H 0.60 3.11 1.60
H 0.61 -3.68 4.58
C -1.50 -3.14 -0.24
H 4.41 -2.12 -1.23
C -0.32 3.37 1.08
H 2.15 -2.97 -2.14
P -0.81 1.96 0.02
C -2.43 2.51 -0.70
N 0.48 3.06 -2.11
C -1.29 -5.66 0.90
H -2.18 -6.39 -0.88
C 3.82 3.42 -4.59
H 2.93 -3.63 -0.05
```

Its lowest unoccupied orbital energy (spin up / spin down) is 2.530 / 0.856 eV. The multiplicity is 3. Its total charge is -1. As for the orbital gap (spin up / spin down): 5.4 / 6.3 eV.